# 1
{"formula": "C35H43ClN2Si2Sn", "method": "ωB97M-V/def2-TZVPD", "species": ["C", "C", "C", "H", "C", "C", "H", "H", "H", "H", "Sn", "Si", "C", "C", "H", "C", "H", "C", "H", "C", "H", "C", "H", "C", "C", "H", "C", "H", "C", "H", "C", "H", "C", "H", "H", "Si", "C", "C", "H", "C", "H", "C", "H", "C", "H", "C", "H", "C", "C", "H", "C", "H", "C", "H", "C", "H", "C", "H", "H", "Cl", "C", "N", "C", "C", "C", "N", "C", "C", "H", "H", "H", "H", "H", "H", "H", "H", "H", "H", "H", "H", "H", "H", "H", "H"], "xyz": [[-2.20861, -0.85776, 4.06091], [-2.74063, -0.44863, 2.79111], [-2.63108, -1.54762, 1.89738], [-3.25410, 0.49123, 2.59732], [-2.05735, -2.64632, 2.59852], [-1.78455, -2.22673, 3.93934], [-1.44810, -2.86817, 4.75993], [-2.25221, -0.29358, 4.99665], [-3.00538, -1.57351, 0.87648], [-1.92388, -3.65426, 2.19744], [0.12259, -0.66806, 2.53595], [1.74181, 0.77559, -0.78879], [0.43591, 2.19951, -0.76525], [0.71378, 3.45749, -1.28414], [1.69972, 3.67753, -1.69982], [-0.28134, 4.44847, -1.26773], [-0.09296, 5.41129, -1.73596], [-1.54449, 4.18962, -0.72451], [-2.33238, 4.94455, -0.74071], [-1.80587, 2.92758, -0.17386], [-2.80517, 2.65390, 0.17296], [-0.77853, 1.99928, -0.07042], [-0.95939, 1.09767, 0.54106], [0.46121, -0.75204, -1.20772], [-1.04339, -0.73953, -1.21341], [-1.63214, 0.16422, -1.05912], [-1.71280, -1.95695, -1.69184], [-2.75646, -1.90008, -2.02476], [-1.15344, -3.19058, -1.19244], [-1.80053, -4.06298, -1.09337], [0.15135, -3.17265, -0.76846], [0.56910, -4.06333, -0.28760], [0.96090, -2.03844, -0.86108], [2.00957, -2.11435, -0.56722], [1.24110, 0.54859, 0.62323], [-0.57602, -1.18318, -2.94712], [-0.00093, -2.45215, -4.23752], [-0.46635, -2.46824, -5.57256], [-0.93931, -1.58039, -6.00185], [-0.31534, -3.63476, -6.34882], [-0.76325, -3.69135, -7.34068], [0.41473, -4.71873, -5.83522], [0.45102, -5.65993, -6.37663], [1.11516, -4.57638, -4.62930], [1.74167, -5.37893, -4.23751], [0.95584, -3.40959, -3.87037], [1.56683, -3.26375, -2.98087], [-0.70360, 0.50246, -3.85102], [-1.85114, 1.26859, -4.10832], [-2.83574, 0.93921, -3.78255], [-1.74081, 2.49422, -4.77886], [-2.63842, 3.07489, -5.00808], [-0.49661, 3.01375, -5.13136], [-0.40589, 3.96119, -5.68105], [0.65334, 2.30351, -4.76265], [1.63756, 2.73750, -4.96349], [0.53947, 1.06154, -4.13943], [1.45555, 0.55925, -3.84555], [2.83551, 1.52381, -1.43369], [3.58022, 0.10605, 0.46768], [2.97322, -1.40572, 3.97113], [1.79423, -0.59911, 4.36599], [1.21483, -1.15952, 5.59878], [2.20275, 0.81160, 4.59318], [0.97663, 1.71891, 4.62641], [0.36559, 1.82607, 3.27117], [-0.94471, 2.48688, 3.37149], [1.26083, 2.64305, 2.41583], [2.69208, -2.46587, 3.86255], [3.74917, -1.30550, 4.75777], [3.38055, -1.04292, 3.01389], [1.94362, -1.04386, 6.41617], [0.29674, -0.64231, 5.88136], [0.98799, -2.22141, 5.46015], [2.71301, 0.88100, 5.57335], [2.92438, 1.10709, 3.81769], [0.21957, 1.37190, 5.35157], [1.32060, 2.73063, 4.92371], [-0.81256, 3.54520, 3.64387], [-1.45952, 2.43704, 2.41006], [-1.55463, 1.99932, 4.13524], [1.51335, 3.58908, 2.92522], [2.17496, 2.09953, 2.15470], [0.75153, 2.89942, 1.48544]], "e_above_lowest_kj_mol": 225.8, "charge": 2, "total_energy_ev": -74061.5925, "fmax_ev_per_a": 8.17}

# 2
{"formula": "C35H43ClP2RhSi2", "method": "ωB97M-V/def2-TZVPD", "species": ["C", "C", "C", "H", "C", "C", "H", "H", "H", "H", "Rh", "Si", "C", "C", "H", "C", "H", "C", "H", "C", "H", "C", "H", "C", "C", "H", "C", "H", "C", "H", "C", "H", "C", "H", "H", "Si", "C", "C", "H", "C", "H", "C", "H", "C", "H", "C", "H", "C", "C", "H", "C", "H", "C", "H", "C", "H", "C", "H", "H", "Cl", "C", "P", "C", "C", "C", "P", "C", "C", "H", "H", "H", "H", "H", "H", "H", "H", "H", "H", "H", "H", "H", "H", "H", "H"], "xyz": [[-1.42989, -0.23559, 1.63836], [-2.09562, 0.27492, 0.46915], [-1.95348, -0.71230, -0.57895], [-2.70862, 1.16246, 0.41024], [-1.15541, -1.79346, -0.04948], [-0.88161, -1.51250, 1.32216], [-0.40056, -2.18334, 2.01814], [-1.43632, 0.22904, 2.61370], [-2.46540, -0.70660, -1.53034], [-0.92895, -2.70766, -0.58020], [0.06863, 0.28937, -0.38615], [0.57827, 0.12198, -2.60552], [-0.37364, 1.55234, -3.42684], [0.32700, 2.22361, -4.43802], [1.30828, 1.84687, -4.74682], [-0.23501, 3.35812, -5.03930], [0.31301, 3.85788, -5.84192], [-1.49693, 3.81558, -4.64817], [-1.94432, 4.68584, -5.14617], [-2.19425, 3.15376, -3.63285], [-3.17957, 3.50453, -3.31570], [-1.63113, 2.02225, -3.01460], [-2.17034, 1.53339, -2.19356], [-0.18865, -1.43473, -3.37293], [-1.31962, -1.38248, -4.20356], [-1.77819, -0.41593, -4.44624], [-1.84668, -2.56920, -4.74788], [-2.69823, -2.51297, -5.43040], [-1.25753, -3.80395, -4.45026], [-1.64915, -4.72404, -4.89842], [-0.15053, -3.85811, -3.59247], [0.32711, -4.81468, -3.36629], [0.36542, -2.67832, -3.03005], [1.21194, -2.71601, -2.33344], [2.05566, 0.13520, -2.82378], [2.90916, 0.53833, -8.47385], [2.09652, -1.10651, -8.75534], [1.09321, -1.25001, -9.72914], [0.76018, -0.38548, -10.31621], [0.51379, -2.50713, -9.94802], [-0.27653, -2.61029, -10.69057], [0.94157, -3.62332, -9.21973], [0.48905, -4.60278, -9.39566], [1.95707, -3.47734, -8.26744], [2.29946, -4.34084, -7.69714], [2.54483, -2.22841, -8.03814], [3.34798, -2.12586, -7.30032], [1.69988, 1.88443, -8.88784], [0.43739, 1.90440, -8.28212], [0.14247, 1.11921, -7.57468], [-0.45418, 2.94261, -8.58042], [-1.43225, 2.95709, -8.10581], [-0.09259, 3.95300, -9.47993], [-0.79501, 4.75982, -9.70700], [1.16984, 3.92321, -10.07781], [1.45749, 4.70938, -10.77617], [2.07442, 2.89689, -9.78939], [3.06527, 2.87179, -10.25527], [4.12329, 0.62682, -9.33183], [3.46264, 0.72252, -6.49554], [0.19775, 4.03904, -1.21344], [0.34503, 2.51769, -0.22903], [-0.53479, 2.97981, 1.29447], [2.19213, 2.68129, 0.10682], [2.64603, 1.74800, 1.19727], [2.27666, -0.03378, 0.69067], [3.99701, -0.57096, 0.26982], [2.01459, -0.76564, 2.35461], [-0.84738, 4.27366, -1.43670], [0.74444, 3.98311, -2.16103], [0.62479, 4.84408, -0.60139], [-0.18675, 3.96384, 1.62600], [-1.59214, 3.03305, 1.01200], [-0.38091, 2.26922, 2.11416], [2.63781, 2.44474, -0.86880], [2.40741, 3.72741, 0.34313], [3.72022, 1.83536, 1.36047], [2.14069, 1.94574, 2.14437], [4.66967, -0.36825, 1.11544], [4.02670, -1.65137, 0.07911], [4.36283, -0.06048, -0.62972], [1.15475, -0.30460, 2.85187], [1.84812, -1.84358, 2.23050], [2.89180, -0.64410, 3.00204]], "spin_multiplicity": 5, "e_above_lowest_kj_mol": 0.0, "charge": 1, "total_energy_ev": -86849.0349, "fmax_ev_per_a": 3.20}